C37H28N6O10Ti as an isolated structure, computed with ωB97M-V/def2-TZVPD.

Geometry as ORCA input:
```
! RIJCOSX wB97M-V def2-TZVPD def2/J DEFGRID3
* xyz 0 1
Ti 0.561 -0.011 1.239
O 0.646 -0.427 -0.643
C 1.677 -0.242 -1.477
C 1.400 0.198 -2.734
C 2.373 -0.067 -3.689
C 3.705 -0.441 -3.395
C 4.007 -0.907 -2.168
C 2.989 -0.732 -1.185
C 3.310 -1.088 0.165
N 2.571 -0.751 1.202
N 3.239 -0.624 2.391
C 2.510 -0.038 3.323
O 1.304 0.393 3.031
C 3.010 0.100 4.674
C 2.225 0.739 5.666
C 2.599 0.744 6.984
C 3.794 0.119 7.355
C 4.596 -0.452 6.353
C 4.230 -0.444 5.032
H 0.365 0.408 -2.931
H 2.015 0.196 -4.704
H 4.507 -0.268 -4.159
H 4.979 -1.276 -1.824
H 4.193 -1.619 0.367
H 1.285 1.108 5.453
H 1.968 1.264 7.656
H 4.120 0.060 8.415
H 5.567 -0.813 6.697
H 4.768 -0.965 4.236
C 2.117 -3.958 2.310
C 0.679 -3.548 2.060
N 0.161 -2.361 1.841
C -1.231 -2.556 1.873
C -1.533 -3.911 1.997
N -0.295 -4.547 2.061
C -2.812 -4.603 2.276
O -3.839 -3.800 2.522
O -2.860 -5.822 2.399
C -1.990 -1.323 1.701
O -3.239 -1.333 1.925
O -1.335 -0.179 1.604
H 2.381 -4.672 1.514
H 2.128 -4.471 3.287
H 2.854 -3.152 2.298
H -0.091 -5.555 2.131
H -3.702 -2.786 2.284
N -4.678 -0.197 -3.299
C -4.473 -0.319 -4.648
C -4.254 0.708 -5.588
C -4.419 0.451 -6.921
C -4.633 -0.878 -7.398
C -4.626 -1.981 -6.494
C -4.784 -3.356 -6.818
C -4.690 -4.312 -5.779
C -4.618 -3.849 -4.444
N -4.572 -2.604 -4.091
C -4.571 -1.672 -5.097
H -4.525 0.684 -2.867
H -4.559 -1.053 -2.747
H -4.094 1.730 -5.277
H -4.452 1.310 -7.593
H -4.711 -0.928 -8.456
H -4.945 -3.690 -7.874
H -4.693 -5.334 -6.020
H -4.433 -4.585 -3.656
O -0.195 2.560 -1.230
C 0.310 2.746 -0.133
O 0.573 1.780 0.771
C 0.628 4.185 0.336
C -0.227 5.163 -0.206
C -0.105 6.462 0.074
C 0.832 6.799 1.055
O 1.083 8.037 1.607
C 1.942 7.766 2.715
O 2.399 6.407 2.575
C 1.549 5.864 1.680
C 1.460 4.507 1.396
H -1.009 4.740 -0.839
H -0.661 7.184 -0.514
H 1.475 7.911 3.710
H 2.817 8.456 2.718
H 1.956 3.720 1.941
*
```

HOMO energy, eV: -7.265
M, g mol⁻¹: 764.5
HOMO-LUMO gap, eV: 5.88
Energy above the lowest of the compared OMol25 structures with the same formula, charge and spin, kcal/mol: 0.0
E_tot, hartree: -3357.34814

***

C37H29N3O2OsPS2 as an isolated structure, computed with ωB97M-V/def2-TZVPD.

Geometry as ORCA input:
```
! RIJCOSX wB97M-V def2-TZVPD def2/J DEFGRID3
* xyz 1 1
Os 0.412 0.709 0.112
C 4.517 2.930 -1.956
S 4.948 1.733 -0.660
C 3.359 0.970 -0.522
S 2.327 1.484 0.844
N 3.018 0.072 -1.367
N 1.718 -0.384 -1.111
C 1.423 -1.565 -1.477
C 0.055 -1.996 -1.217
C -0.364 -3.288 -1.458
C -1.683 -3.627 -1.187
C -2.533 -2.651 -0.711
C -2.039 -1.372 -0.496
N -0.770 -1.038 -0.728
H 5.451 3.424 -2.216
H 3.803 3.665 -1.590
H 4.125 2.412 -2.828
H 2.154 -2.208 -1.957
H 0.337 -4.014 -1.848
H -2.033 -4.638 -1.344
H -3.568 -2.863 -0.486
H -2.685 -0.586 -0.130
O -0.755 -2.425 2.277
C -0.827 -1.219 2.192
O 0.189 -0.476 1.810
C -2.097 -0.490 2.555
C -3.075 -1.234 3.209
C -4.270 -0.651 3.593
C -4.505 0.689 3.316
C -3.544 1.438 2.656
C -2.334 0.864 2.268
P -1.071 1.949 1.502
C -2.062 3.150 0.564
C -1.875 4.528 0.571
C -2.603 5.340 -0.289
C -3.520 4.782 -1.165
C -3.707 3.405 -1.188
C -2.980 2.598 -0.331
C -0.365 2.736 2.978
C 0.743 2.154 3.590
C 1.255 2.686 4.765
C 0.659 3.796 5.344
C -0.473 4.353 4.766
C -0.990 3.821 3.595
H -2.869 -2.276 3.412
H -5.018 -1.238 4.111
H -5.436 1.153 3.613
H -3.744 2.479 2.436
H -1.134 4.980 1.214
H -2.442 6.410 -0.277
H -4.088 5.417 -1.833
H -4.415 2.962 -1.876
H -3.126 1.523 -0.362
H 1.183 1.256 3.178
H 2.117 2.225 5.229
H 1.061 4.213 6.258
H -0.962 5.198 5.231
H -1.899 4.241 3.187
C 0.902 6.124 -1.792
C 1.163 5.444 -0.589
C 0.876 4.111 -0.461
C 0.319 3.359 -1.524
C 0.027 1.940 -1.453
C -0.577 1.360 -2.565
C -0.894 2.074 -3.732
C -0.589 3.401 -3.809
C 0.027 4.065 -2.720
C 0.336 5.443 -2.831
H 1.145 7.174 -1.889
H 1.584 5.982 0.252
H 1.070 3.636 0.488
H -0.821 0.308 -2.549
H -1.367 1.567 -4.563
H -0.817 3.969 -4.703
H 0.111 5.948 -3.763
*
```

HOMO energy (alpha / beta), eV: -10.700 / -10.779
M, g mol⁻¹: 833.0
HOMO-LUMO gap (alpha / beta), eV: 5.93 / 5.78
Energy above the lowest of the compared OMol25 structures with the same formula, charge and spin, kcal/mol: 0.0
E_tot, hartree: -2970.33106